[1]
Below is a cluster of 2 separate species, C10H17N2 in total in a non-equilibrium geometry, with properties calculated with ωB97M-V with the def2-TZVPD basis set.

As for the total charge: +1. The value obtained for the HOMO-LUMO gap (spin up / spin down) is 0.2256 / 0.2581 hartree. The spin multiplicity is 1. For the total energy, the calculation gives -13615.535 eV. Its maximum force is 4.4 eV/A.

Atoms and positions in Å:
C -0.498528 -1.129984 -3.331678
C -0.496694 -1.957916 -2.274647
C -0.355309 0.270713 -3.050326
C -0.487026 -1.553578 -0.992381
C -0.382549 0.720122 -1.724672
C -0.432420 -0.192375 -0.656584
C -0.583847 -0.692247 1.891944
C -1.812077 2.006040 1.337657
C 2.536708 -0.267069 0.170182
C -0.194799 0.213189 0.737119
N 2.730935 -1.561592 -0.111783
N -0.413615 1.679664 1.114962
H -0.655690 -1.592667 -4.292875
H -0.504347 -2.995816 -2.524911
H -0.556083 1.031131 -3.701760
H -0.304074 -2.332204 -0.251166
H -0.124464 1.758321 -1.617148
H -0.366432 -1.653845 1.688857
H -0.053780 -0.536347 2.758784
H -1.654886 -0.521885 2.138791
H -2.350846 1.551872 0.538434
H -2.247816 1.744804 2.396640
H -1.968704 3.128799 1.326006
H 2.826921 -0.115460 1.192204
H 2.401589 0.464621 -0.610264
H 2.757409 -2.257029 0.623221
H 2.809698 -1.794328 -1.152363
H 0.057030 2.256712 0.431325
H 0.083329 1.564539 1.950432

Forces on the atoms, in the same order (eV/Å):
C 0.088 2.961 -0.827
C -0.062 -1.641 -0.762
C -1.422 -2.705 1.976
C 0.797 0.198 2.133
C 0.798 -1.091 -0.819
C 0.336 0.618 1.089
C -2.231 3.513 -1.399
C -1.949 2.402 2.219
C -0.353 -1.972 1.198
C 1.294 -1.118 -1.035
N -0.438 1.364 -3.061
N -0.144 -2.587 -0.974
H 0.243 0.570 -0.401
H -0.100 -0.739 0.276
H 0.266 1.538 -2.402
H -0.547 0.347 0.099
H -0.428 0.523 0.392
H 0.170 -3.312 -1.042
H 1.414 0.956 2.196
H 0.388 -0.708 -0.075
H -0.723 -0.278 -0.341
H 1.282 -0.122 -2.177
H 0.327 -1.223 -0.312
H -0.296 1.157 0.221
H 0.262 -0.027 0.066
H 0.295 0.027 -0.416
H -0.494 -0.251 2.364
H 0.063 0.375 0.125
H 1.163 1.227 1.690

=====

[2]
Below is a structure of composition C8H15ClLi3NO8 in a non-equilibrium geometry, with properties calculated with ωB97M-V with the def2-TZVPD basis set.

As for the total charge: -2. The value obtained for the HOMO-LUMO gap is 0.1705 hartree. The spin multiplicity is 1. For the total energy, the calculation gives -39541.599 eV. Its maximum force is 10.0 eV/A.

Atoms and positions in Å:
Li 0.805424 -1.243559 -0.281472
Li 2.170034 -0.172499 -3.071962
Li 2.672534 -0.485749 -0.840552
Cl 3.581484 0.554011 -2.093492
C 2.839784 -1.068879 0.939598
O 3.654734 -0.392589 0.434918
O 2.082174 -1.640269 0.141238
O 2.720974 -1.249859 2.098558
C 0.723124 -0.241799 -1.850122
O 1.015394 0.666901 -2.604552
O 1.468454 -1.197839 -1.752252
O -0.212136 -0.187289 -1.040022
C 2.342614 1.826041 -0.261822
O 1.041174 1.545571 0.299198
C 1.104294 0.906921 1.513328
C -0.399266 0.890831 1.977638
N -1.152186 0.161541 0.987758
C -2.531016 0.078761 1.395118
C -3.273196 -0.812169 0.375288
O -3.337016 -0.070309 -0.829812
C -3.498766 -0.908229 -1.939042
H 2.394464 2.436451 -1.163392
H 2.857684 0.895141 -0.498942
H 2.994544 2.357911 0.431138
H 1.755174 1.566211 2.087608
H 1.581874 -0.065519 1.393408
H -0.804316 1.879681 2.192638
H -0.401266 0.504951 2.997038
H -0.765096 -0.767779 1.069178
H -3.066846 1.004841 1.603378
H -2.661406 -0.518549 2.297518
H -4.253506 -1.116699 0.741828
H -2.789016 -1.734809 0.055278
H -4.301636 -1.636599 -1.825112
H -2.555486 -1.410969 -2.152512
H -3.803766 -0.353819 -2.826572

Forces on the atoms, in the same order (eV/Å):
Li -6.198 -0.586 0.252
Li 2.054 -2.867 -3.084
Li 0.115 -1.474 -1.040
Cl 7.542 1.801 -4.954
C 0.416 -4.458 1.606
O 8.412 5.301 -1.248
O 2.264 -6.179 2.900
O -0.387 -1.535 8.565
C -4.623 2.434 0.382
O -3.441 5.903 -2.930
O 2.076 -5.743 -5.979
O -3.533 0.225 -0.821
C -1.036 0.208 1.300
O 0.768 2.567 -2.420
C -1.402 1.308 0.009
C 2.231 0.203 0.444
N -1.303 1.280 3.022
C -0.448 -2.671 -0.549
C 0.447 1.305 -0.911
O -1.264 0.216 -0.279
C 0.131 0.156 -0.368
H -1.289 -0.118 0.047
H -0.639 2.897 1.740
H 0.129 0.036 0.822
H 0.062 -0.396 1.241
H -1.543 0.895 1.265
H 0.075 0.492 -0.898
H -0.175 -1.002 0.486
H -0.245 -0.275 -0.514
H 0.330 0.309 -0.583
H 0.058 -0.080 1.049
H -0.564 0.188 0.058
H 0.751 -0.259 0.922
H -0.193 -0.397 0.419
H 0.138 -0.172 -0.058
H 0.282 0.487 0.105

=====

[3]
Below is a cluster of 2 separate species, C5H9NO in total in a non-equilibrium geometry, with properties calculated with ωB97M-V with the def2-TZVPD basis set.

The value obtained for the HOMO-LUMO gap is 0.3296 hartree. The spin multiplicity is 1. For the total energy, the calculation gives -8866.321 eV. Its maximum force is 4.5 eV/A.

Atoms and positions in Å:
C 0.234199 1.336701 0.039371
C -0.352370 0.178124 0.183373
C -2.567878 0.410862 -0.044543
C 1.715143 1.601580 0.031298
C 0.071755 -1.223759 0.335197
N -3.147152 -0.768534 0.084149
O -2.970306 1.515206 -0.244567
H -0.385048 2.217861 -0.087313
H 1.991180 2.220402 0.884724
H 2.286203 0.677116 0.069135
H 1.982427 2.142328 -0.875841
H -0.361844 -1.672796 1.231807
H -0.235057 -1.813292 -0.531563
H 1.157704 -1.293562 0.420160
H -2.596459 -1.586823 0.272706
H -4.152795 -0.869390 0.012719

Forces on the atoms, in the same order (eV/Å):
C 0.274 0.258 0.037
C -4.007 0.197 -0.529
C 4.358 0.894 0.382
C -0.183 -0.176 0.037
C 0.206 -0.002 0.032
N -0.722 -0.642 0.017
O -0.255 -0.642 0.042
H -0.259 0.011 -0.032
H 0.079 0.047 0.017
H 0.121 -0.013 0.012
H 0.093 0.029 -0.022
H 0.025 -0.030 -0.001
H 0.011 -0.049 0.015
H 0.086 -0.111 0.024
H 0.042 0.137 -0.026
H 0.132 0.091 -0.004

=====

Which formula does entry 1 have? C10H17N2

=====

What is the maximum force in the first record? 4.4 eV/A

=====

Look up the maximum force of the second one. 10.0 eV/A